{
  "formula": "C4H6F8InN2O10S4",
  "method": "wB97M-V/def2-TZVPD",
  "homo_ev": -13.8,
  "charge": 1,
  "e_above_lowest_kcal_mol": 28.1,
  "symbols": ["In", "C", "F", "F", "F", "S", "O", "O", "N", "S", "O", "O", "C", "F", "F", "F", "N", "S", "O", "O", "F", "S", "O", "O", "F", "C", "C", "O", "O", "H", "H", "H", "H", "H", "H"],
  "xyz": [[-1.8493, -0.9993, -0.9523], [0.7596, -3.5760, 2.3104], [0.4715, -4.5154, 3.1559], [1.8374, -2.9589, 2.6792], [0.8320, -3.9824, 1.0836], [-0.8206, -2.3801, 2.4109], [-1.7947, -3.0496, 1.5966], [-1.1285, -2.2919, 3.8069], [-0.3974, -0.9513, 1.5300], [0.2530, -0.0196, 2.6408], [-0.7698, 0.8685, 3.1316], [1.0420, -0.6686, 3.6599], [1.4778, 1.1196, 1.7193], [1.6063, 0.7287, 0.4494], [0.9502, 2.3269, 1.7056], [2.6459, 1.1704, 2.2928], [0.7469, -0.4381, -2.0619], [1.5317, 0.3460, -3.1079], [1.5620, -0.0496, -4.4865], [2.6929, 1.0370, -2.5936], [0.4912, 1.5857, -3.1486], [1.9294, -1.6602, -1.8212], [3.1418, -1.3774, -1.1422], [1.9232, -2.7201, -2.7808], [1.0062, -2.3416, -0.7145], [-1.5210, 2.5594, -0.4335], [-2.1982, 2.8309, -1.7760], [-2.2839, 1.5938, -2.4707], [-2.2130, 1.5234, 0.2547], [-1.5899, 3.4752, 0.1583], [-0.4595, 2.3768, -0.6003], [-1.4663, 3.4126, -2.3441], [-3.1469, 3.3501, -1.6390], [-2.4948, 1.6856, -3.4034], [-2.7672, 1.9896, 0.8905]]
}


{
  "formula": "C4H6FNO",
  "method": "wB97M-V/def2-TZVPD",
  "homo_ev": -9.2,
  "charge": 0,
  "e_above_lowest_kcal_mol": 66.6,
  "symbols": ["C", "C", "C", "C", "N", "O", "F", "H", "H", "H", "H", "H", "H"],
  "xyz": [[3.1821, -0.5958, 0.6114], [2.1057, -0.1104, 0.0830], [0.0870, -0.6709, 0.0965], [-2.0341, 0.4736, -0.1928], [-0.6341, 0.3058, -0.3941], [-0.0985, -1.7130, 0.6437], [2.0410, 0.9369, -0.8359], [4.1421, 0.0344, 0.6626], [2.9401, -1.3631, 1.2496], [-2.1242, 1.5322, -0.2366], [-2.6389, 0.0052, -1.0345], [-2.4539, 0.1549, 0.7231], [-0.2066, 1.1156, -0.6184]]
}


{
  "formula": "C4H6FNO",
  "method": "wB97M-V/def2-TZVPD",
  "homo_ev": -9.6,
  "charge": 0,
  "e_above_lowest_kcal_mol": 112.8,
  "symbols": ["C", "C", "C", "C", "H", "H", "H", "H", "H", "H", "N", "O", "F"],
  "xyz": [[1.5140, -0.4105, -0.2572], [0.3121, 0.3021, 0.6234], [-0.6735, 0.8348, -0.4859], [-0.9164, -0.5051, 0.9733], [2.4360, 0.3320, -0.4719], [0.9779, -0.6897, -1.5018], [0.6956, 0.9597, 1.3713], [-0.2108, 0.6338, -1.5016], [-0.9359, 1.9739, -0.4768], [-2.4883, -0.8280, -0.7653], [-1.6329, 0.0227, 0.0534], [-1.0226, -1.1612, 1.9218], [1.9448, -1.4645, 0.5174]]
}


{
  "formula": "C4H6FNOS",
  "method": "wB97M-V/def2-TZVPD",
  "homo_ev": -8.5,
  "charge": 0,
  "smiles": "CN/C=C(\\F)C(O)=S",
  "e_above_lowest_kcal_mol": 58.5,
  "symbols": ["C", "N", "C", "C", "F", "C", "O", "S", "H", "H", "H", "H", "H", "H"],
  "xyz": [[1.9491, -0.8983, 0.1032], [1.4909, 0.4640, -0.3144], [0.1058, 0.7071, -0.0900], [-0.8826, -0.1482, 0.0914], [-0.5558, -1.4896, 0.1720], [-2.2754, 0.1079, -0.0277], [-2.6901, 1.3808, 0.1796], [-3.4775, -0.9627, -0.2080], [1.5570, -1.1520, 1.1174], [3.0981, -0.9943, 0.1067], [1.8169, -1.6651, -0.6324], [2.0806, 1.0530, -0.9575], [-0.2254, 1.6850, -0.3272], [-1.9917, 1.9123, 0.7868]]
}